15
Properties=species:S:1:pos:R:3:mulliken_charge:R:1 method="wB97M-V/def2-TZVPD" molar_mass_g_mol=129.98 homo_ev=-8.39 e_lumo_ev=0.0 e_above_lowest_ev=2.055 orbital_gap_ev=8.4 energy_ha=-730.1570 smiles="OB(O)[C@H]1C[C@H]1C=S"
O 0.653 1.602 0.813 -0.56
B 1.115 0.830 -0.249 0.49
O 2.253 1.081 -0.882 -0.51
C 0.304 -0.406 -0.625 -0.14
C -0.345 -1.263 0.491 -0.64
C -1.270 -0.581 -0.500 0.10
C -2.297 0.390 -0.048 -0.37
S -3.945 0.548 -0.235 -0.24
H 0.964 2.287 1.324 0.27
H 2.626 1.929 -0.762 0.29
H 0.538 -0.922 -1.595 0.30
H -0.079 -0.895 1.585 0.20
H -0.226 -2.328 0.443 0.28
H -1.577 -1.208 -1.337 0.42
H -1.728 1.237 0.582 0.12


15
Properties=species:S:1:pos:R:3:mulliken_charge:R:1 method="wB97M-V/def2-TZVPD" molar_mass_g_mol=112.11 homo_ev="-8.63 / -8.60" e_lumo_ev="0.2 / -1.3" e_above_lowest_ev=2.929 multiplicity=2 orbital_gap_ev="8.8 / 7.3" energy_ha=-396.9019
O 1.880 1.586 -0.248 -0.57
C 2.331 0.351 0.116 -0.17
C 1.330 -0.722 -0.174 -0.12
O 0.087 -0.318 0.350 -0.18
C -1.123 -0.896 -0.153 -0.29
C -2.237 0.100 0.174 -0.29
O -1.892 1.394 -0.202 -0.58
Be -0.034 1.318 -0.020 0.13
H 2.839 0.329 1.100 0.30
H 1.252 -1.262 -1.129 0.33
H -1.291 -1.881 0.308 0.31
H -1.019 -1.017 -1.244 0.36
H -2.449 0.035 1.261 0.26
H -3.149 -0.255 -0.343 0.32
H 2.744 -0.986 -0.114 0.22


15
Properties=species:S:1:pos:R:3:mulliken_charge:R:1 method="wB97M-V/def2-TZVPD" molar_mass_g_mol=242.92 homo_ev="-12.14 / -14.47" e_lumo_ev="-3.5 / -9.0" e_above_lowest_ev=0.000 total_charge=+1 multiplicity=3 orbital_gap_ev="8.6 / 5.5" energy_ha=-5413.6770
C -2.696 -0.672 -0.259 0.39
C -0.557 -0.745 -1.178 -0.56
C -2.241 0.608 0.470 -0.40
C 0.673 0.042 0.677 -1.01
N -1.885 -1.353 -0.931 -0.28
N -0.270 0.329 -0.356 -0.04
Br -4.365 -1.312 0.223 0.02
Br -2.903 2.226 -0.168 0.07
H 0.155 -1.541 -0.906 0.36
H -0.560 -0.421 -2.167 0.39
H -2.052 0.590 1.504 0.44
H 0.622 0.925 1.144 0.46
H 0.428 -0.874 1.144 0.42
H 1.724 -0.160 0.352 0.35
H -0.192 1.178 -0.890 0.38


15
Properties=species:S:1:pos:R:3:mulliken_charge:R:1 method="wB97M-V/def2-TZVPD" molar_mass_g_mol=261.88 homo_ev=-9.53 e_lumo_ev=0.6 e_above_lowest_ev=1.825 orbital_gap_ev=10.2 energy_ha=-5721.2313
C -0.685 -0.010 -0.050 -0.53
C 0.484 -0.264 -0.911 -0.88
C -0.380 0.093 1.436 -0.74
C 1.583 1.244 -0.347 -0.54
O 1.397 2.168 2.269 -0.71
P 1.257 0.956 1.428 0.93
Br 0.873 2.855 -0.902 -0.04
Br 2.683 -0.608 1.908 -0.25
H -1.221 0.903 -0.251 0.31
H -1.379 -0.725 -0.299 0.48
H 1.064 -1.033 -0.665 0.47
H 0.527 -0.056 -1.988 0.33
H -1.106 0.710 1.842 0.34
H -0.252 -0.781 2.010 0.43
H 2.704 0.986 -0.540 0.40


15
Properties=species:S:1:pos:R:3:mulliken_charge:R:1 method="wB97M-V/def2-TZVPD" molar_mass_g_mol=221.91 homo_ev=-10.67 e_lumo_ev=0.1 e_above_lowest_ev=0.000 orbital_gap_ev=10.8 energy_ha=-3726.2240 smiles=CC(C)(O)C(Cl)(Cl)Br
C -1.267 0.765 0.558 -1.48
C 0.181 0.230 0.157 1.52
C 0.526 -0.930 1.061 -1.91
O 1.060 1.358 0.230 -0.50
C 0.156 -0.184 -1.308 -0.23
Cl -0.919 -1.578 -1.666 -0.12
Cl -0.396 1.047 -2.371 -0.05
Br 1.995 -0.757 -1.928 -0.09
H -1.246 1.767 0.873 0.41
H -2.036 0.717 -0.270 0.32
H -1.646 0.232 1.379 0.37
H 1.558 -1.242 0.878 0.36
H 0.405 -0.805 2.070 0.51
H -0.028 -1.801 0.860 0.50
H 1.656 1.179 -0.523 0.40


17
Properties=species:S:1:pos:R:3:mulliken_charge:R:1 method="wB97M-V/def2-TZVPD" molar_mass_g_mol=220.01 homo_ev="-13.99 / -14.09" e_lumo_ev="-6.2 / -5.9" e_above_lowest_ev=3.772 total_charge=+1 orbital_gap_ev="7.8 / 8.2" energy_ha=-3139.2901
C -0.320 0.607 -0.286 0.15
C 1.164 -0.892 1.917 -0.71
C -1.741 -0.728 -1.725 -0.79
C 0.403 1.752 0.357 0.82
N 0.408 -1.316 0.773 -0.23
N -0.975 0.466 -1.328 -0.11
F -0.058 2.919 -0.100 -0.23
F 1.735 1.546 0.097 -0.21
F 0.231 1.742 1.614 -0.19
Br 1.469 -2.017 -0.576 0.11
H 0.504 -0.408 2.656 0.33
H 1.527 -1.884 2.273 0.34
H 2.013 -0.182 1.790 0.34
H -1.206 -1.255 -2.481 0.37
H -2.723 -0.350 -2.143 0.29
H -1.562 -1.282 -0.783 0.38
H -0.869 1.282 -2.053 0.36


15
Properties=species:S:1:pos:R:3:mulliken_charge:R:1 method="wB97M-V/def2-TZVPD" molar_mass_g_mol=279.74 homo_ev="-21.04 / -21.00" e_lumo_ev="-13.6 / -16.0" total_charge=+3 multiplicity=3 orbital_gap_ev="7.4 / 5.0" energy_ha=-3112.0163
Pd -2.426 7.118 -6.422 0.76
Mg -4.751 8.715 -10.358 1.37
Br -4.436 7.716 -8.137 -0.17
C -6.429 4.587 -6.862 -0.92
C -6.316 3.003 -6.771 -0.55
C -7.331 2.366 -5.748 -0.22
C -7.020 0.999 -5.379 0.15
N -6.872 -0.127 -5.099 0.27
H -7.473 4.862 -7.018 0.34
H -5.821 5.130 -7.585 0.13
H -6.125 4.956 -5.883 0.35
H -5.374 2.755 -6.282 0.37
H -6.401 2.574 -7.769 0.40
H -8.322 2.339 -6.201 0.37
H -7.278 2.982 -4.850 0.34


18
Properties=species:S:1:pos:R:3:mulliken_charge:R:1 method="wB97M-V/def2-TZVPD" molar_mass_g_mol=227.01 homo_ev=-10.68 e_lumo_ev=-0.5 e_above_lowest_ev=0.000 orbital_gap_ev=10.2 energy_ha=-3140.8518 smiles="CC(C)C(Br)([N+](=O)[O-])[N+](=O)[O-]"
C -1.542 -0.771 0.500 -1.64
C -0.579 0.413 0.502 0.79
C -0.906 1.548 -0.540 -1.16
C 0.845 0.061 0.207 -0.53
Br 2.124 1.534 0.554 -0.02
N 1.252 -0.490 -1.494 1.00
O 2.093 0.156 -1.989 -0.51
O 0.587 -1.418 -1.783 -0.52
N 1.541 -1.081 1.038 1.02
O 1.169 -1.242 2.164 -0.57
O 2.431 -1.675 0.472 -0.56
H -1.672 -1.268 -0.466 0.34
H -1.133 -1.531 1.079 0.48
H -2.518 -0.530 0.885 0.42
H -0.615 0.882 1.405 0.45
H -0.293 1.328 -1.436 0.32
H -0.788 2.594 -0.152 0.33
H -1.996 1.491 -0.946 0.35


14
Properties=species:S:1:pos:R:3:mulliken_charge:R:1 method="wB97M-V/def2-TZVPD" molar_mass_g_mol=181.08 homo_ev="-11.52 / -11.52" e_lumo_ev="-4.2 / -4.2" e_above_lowest_ev=3.969 total_charge=+1 orbital_gap_ev="7.3 / 7.3" energy_ha=-3183.1792
C 0.159 -0.756 0.503 -0.08
C -1.224 -0.890 0.776 -0.62
C -2.619 0.859 -0.964 -0.49
C 1.016 0.282 0.235 0.41
N 2.495 0.039 0.054 -0.30
S -2.632 -0.157 0.331 0.11
Br 0.390 2.019 0.070 -0.03
H 0.683 -1.759 0.495 0.12
H -1.498 -1.897 1.371 0.20
H -1.623 0.906 -1.538 0.24
H -3.536 1.182 -1.468 0.31
H 2.853 0.386 0.955 0.38
H 2.962 0.718 -0.636 0.40
H 2.573 -0.932 -0.185 0.34


15
Properties=species:S:1:pos:R:3:mulliken_charge:R:1 method="wB97M-V/def2-TZVPD" molar_mass_g_mol=183.00 homo_ev="-7.82 / -7.61" e_lumo_ev="0.5 / 0.5" e_above_lowest_ev=4.891 orbital_gap_ev="8.3 / 8.1" energy_ha=-2956.1758
C -0.512 1.629 -2.438 0.09
C 0.040 -1.102 -1.116 -0.63
C -0.118 0.436 1.504 -0.19
C 0.537 0.235 -0.715 0.04
O -1.606 1.201 -2.467 -0.36
O 0.856 1.114 2.263 -0.51
O -0.292 0.942 0.181 -0.24
Br 2.332 0.794 -0.982 -0.11
H -0.034 2.530 -2.830 0.31
H -0.811 -0.751 -1.872 0.21
H 0.866 -1.644 -1.587 0.32
H -0.206 -1.598 -0.193 0.27
H 0.213 -0.667 1.643 0.24
H -1.103 0.760 1.965 0.25
H 0.965 1.994 1.880 0.32


13
Properties=species:S:1:pos:R:3:mulliken_charge:R:1 method="wB97M-V/def2-TZVPD" molar_mass_g_mol=163.09 homo_ev=-9.04 e_lumo_ev=0.8 e_above_lowest_ev=2.294 orbital_gap_ev=9.8 energy_ha=-3020.0201 smiles=C[SiH2]CC#CBr
C -0.285 -1.505 -0.269 -0.94
Si -0.049 0.265 -0.855 0.45
C -0.929 1.479 0.483 -0.82
C -2.329 0.993 0.556 -0.29
C -3.430 0.575 0.336 0.35
Br -4.934 -0.335 0.099 -0.04
H -0.873 -1.338 0.677 0.26
H -0.825 -2.058 -0.954 0.33
H 0.664 -1.932 0.001 0.32
H -0.818 0.529 -2.179 -0.10
H 1.166 0.888 -1.281 -0.18
H -0.535 1.430 1.484 0.36
H -0.789 2.488 0.020 0.31


12
Properties=species:S:1:pos:R:3:mulliken_charge:R:1 method="wB97M-V/def2-TZVPD" molar_mass_g_mol=90.55 homo_ev=-9.54 e_lumo_ev=1.0 e_above_lowest_ev=1.209 orbital_gap_ev=10.5 energy_ha=-616.7331 smiles="C=C(C)CCl"
C 1.324 -0.568 -0.280 -0.80
C 0.190 0.049 0.061 0.48
C -1.310 -0.425 0.040 -1.02
C 0.503 1.667 0.652 -0.49
Cl 0.002 1.476 2.359 -0.20
H 2.293 -0.199 -0.096 0.31
H 1.261 -1.574 -0.813 0.22
H -1.793 -0.250 -0.958 0.25
H -1.342 -1.486 0.170 0.36
H -1.926 0.020 0.849 0.30
H 1.528 2.175 0.652 0.30
H -0.042 2.395 0.044 0.29


What did the ninth record say?
14
Properties=species:S:1:pos:R:3:mulliken_charge:R:1 method="wB97M-V/def2-TZVPD" molar_mass_g_mol=181.08 homo_ev="-11.52 / -11.52" e_lumo_ev="-4.2 / -4.2" e_above_lowest_ev=3.969 total_charge=+1 orbital_gap_ev="7.3 / 7.3" energy_ha=-3183.1792
C 0.159 -0.756 0.503 -0.08
C -1.224 -0.890 0.776 -0.62
C -2.619 0.859 -0.964 -0.49
C 1.016 0.282 0.235 0.41
N 2.495 0.039 0.054 -0.30
S -2.632 -0.157 0.331 0.11
Br 0.390 2.019 0.070 -0.03
H 0.683 -1.759 0.495 0.12
H -1.498 -1.897 1.371 0.20
H -1.623 0.906 -1.538 0.24
H -3.536 1.182 -1.468 0.31
H 2.853 0.386 0.955 0.38
H 2.962 0.718 -0.636 0.40
H 2.573 -0.932 -0.185 0.34